C20H34BBrClF7IN2O8PS2 | wB97M-V/def2-TZVPD

**Molecular weight**: 911.67 g mol⁻¹
**HOMO**: -0.230 Eh
**Energy**: -6687.38204 Eh
**Orbital gap**: 4.6 eV
**LUMO**: -1.62 eV

Geometry (Å):
C -4.47 1.86 -2.20
C -3.07 2.45 -2.22
N -1.90 1.69 -1.77
C -1.66 1.22 -0.45
I -2.99 2.30 0.96
N -1.86 -0.27 -0.26
P -3.14 -1.36 -0.92
C -2.93 -1.16 -2.71
O -4.52 -0.60 -0.56
C -0.90 -0.83 0.46
C -0.79 -2.31 0.59
C -0.41 -3.03 -0.73
C 0.88 -3.87 -0.70
S 0.82 -5.21 0.44
O 1.82 -6.18 0.09
O 0.84 -4.69 1.78
O -0.61 -5.78 0.10
C -0.05 0.23 1.09
C 1.35 0.04 1.76
C 2.00 -1.32 2.01
C 1.66 -1.91 3.37
O 2.28 -1.08 4.35
B -0.96 0.43 2.49
C -2.12 -0.58 2.91
O -0.62 1.40 3.36
C -0.14 1.27 -0.08
C 0.59 0.70 -1.39
Br 1.27 2.05 -2.68
C 1.77 -0.25 -1.21
C 2.18 -0.88 -2.56
S 0.37 2.99 0.34
O -0.01 3.27 1.70
O -0.20 3.89 -0.63
C 2.25 3.19 0.48
F 3.00 2.33 -0.22
F 2.54 3.00 1.78
C 2.68 4.64 0.11
F 2.15 5.50 0.98
F 2.26 4.95 -1.11
C 4.24 4.81 0.09
F 4.82 4.25 1.13
F 4.48 6.11 0.12
F 4.74 4.33 -1.01
H -4.59 0.98 -2.82
H -4.88 1.69 -1.21
H -5.11 2.63 -2.65
H -2.86 2.62 -3.28
H -3.11 3.47 -1.83
H -1.12 2.31 -1.99
H -3.90 -1.14 -3.20
H -2.31 -0.31 -3.00
H -2.41 -2.08 -3.02
H -5.03 -1.15 0.04
H -1.76 -2.71 0.89
H -0.14 -2.57 1.42
H -1.23 -3.66 -1.08
H -0.25 -2.28 -1.52
H 1.00 -4.34 -1.67
H 1.79 -3.31 -0.51
H -0.62 -6.69 0.45
H 1.37 0.56 2.72
H 2.05 0.62 1.16
H 3.08 -1.14 2.05
H 1.86 -2.07 1.24
H 0.58 -1.98 3.53
H 2.11 -2.91 3.43
H 1.74 -1.04 5.15
H -2.98 -0.49 2.24
H -1.80 -1.63 2.94
H -2.50 -0.34 3.91
H -1.05 1.29 4.22
H -0.13 0.16 -2.00
H 2.66 0.22 -0.80
H 1.52 -1.08 -0.55
H 2.72 -1.81 -2.34
H 1.31 -1.16 -3.16
H 2.86 -0.24 -3.13
Cl 3.43 2.00 -4.72

C20H34BBrF10GeInN2O8PS2 | wB97M-V/def2-TZVPD

**Molecular weight**: 993.73 g mol⁻¹
**HOMO**: -0.072 Eh
**ΔE to the lowest compared entry with this formula, charge and spin**: 105.9 kJ/mol
**Energy**: -8496.65990 Eh
**Orbital gap**: 5.9 eV
**LUMO**: 3.97 eV
**Total charge**: -2

Geometry (Å):
In 0.68 -0.62 -0.20
C -4.10 -4.38 -0.41
C -3.98 -2.90 -0.65
C -5.06 -2.11 -1.01
C -4.89 -0.75 -1.20
C -3.61 -0.25 -1.03
Br -3.31 1.62 -1.26
N -2.56 -0.97 -0.72
C -2.75 -2.27 -0.51
H -5.11 -4.73 -0.59
H -3.82 -4.63 0.62
H -3.42 -4.94 -1.06
H -6.04 -2.56 -1.14
H -5.71 -0.10 -1.46
H -1.87 -2.82 -0.19
C 2.65 -1.19 3.38
Ge 0.76 -1.67 3.04
C -0.20 -1.13 4.70
C 0.61 -3.63 3.01
C -0.28 -0.85 1.64
H 3.21 -2.06 3.74
H 2.72 -0.40 4.13
H 3.13 -0.84 2.47
H 0.19 -1.67 5.57
H -1.26 -1.35 4.59
H -0.09 -0.06 4.88
H 1.39 -4.10 3.61
H 0.68 -4.01 1.99
H -0.37 -3.91 3.40
H -0.26 0.24 1.81
C 1.85 2.56 2.05
C 1.00 3.64 1.40
C 1.43 5.02 1.89
C -0.48 3.42 1.68
O 1.30 3.67 -0.01
P 0.72 2.72 -1.18
O 1.68 2.71 -2.30
O 0.20 1.44 -0.55
O -0.67 3.46 -1.59
C -0.81 4.73 -2.25
C -1.45 5.68 -1.24
C 0.50 5.32 -2.76
C -1.76 4.47 -3.42
H 1.69 2.55 3.13
H 2.91 2.73 1.85
H 1.60 1.57 1.67
H 1.34 5.07 2.98
H 0.82 5.80 1.44
H 2.47 5.20 1.62
H -0.63 3.43 2.76
H -0.82 2.47 1.29
H -1.08 4.22 1.23
H -0.75 5.89 -0.43
H -2.35 5.24 -0.82
H -1.71 6.63 -1.72
H 1.22 5.44 -1.95
H 0.28 6.30 -3.19
H 0.96 4.68 -3.51
H -2.70 4.05 -3.06
H -1.31 3.76 -4.10
H -1.97 5.40 -3.95
F 0.01 -5.43 -3.67
C -0.61 -4.80 -2.67
F -1.68 -4.17 -3.20
F -1.07 -5.70 -1.81
S 0.48 -3.53 -1.81
O 0.26 -3.81 -0.42
O -0.03 -2.26 -2.29
N 1.96 -3.74 -2.31
S 2.72 -5.04 -1.78
O 1.82 -6.15 -1.58
O 3.89 -5.27 -2.58
C 3.36 -4.69 -0.03
F 2.86 -3.59 0.50
F 3.03 -5.72 0.75
F 4.69 -4.61 -0.06
F 3.20 0.15 0.24
B 3.56 -0.35 -1.04
F 2.25 -0.47 -1.72
F 4.36 0.52 -1.73
F 4.12 -1.60 -0.93

C20H34Br8N2O | wB97M-V/def2-TZVPD

**Molecular weight**: 957.74 g mol⁻¹
**HOMO**: -0.265 Eh
**ΔE to the lowest compared entry with this formula, charge and spin**: 2235.2 kJ/mol
**Energy**: -21558.46750 Eh
**Orbital gap**: 7.2 eV
**LUMO**: -0.07 eV

Geometry (Å):
C 2.15 -2.24 -0.10
C 2.14 -0.86 -0.84
C 3.56 -0.48 -0.88
O 4.27 -1.72 -0.97
C 3.57 -2.72 -0.19
H 1.48 -3.04 -0.42
H 2.01 -2.16 0.98
H 1.57 -0.17 -0.22
H 1.84 -0.94 -1.89
H 3.88 -0.05 0.07
H 3.95 -0.05 -1.80
H 4.09 -2.76 0.76
H 3.62 -3.72 -0.63
Br 2.90 0.69 2.36
C 2.18 1.77 0.81
C 3.27 2.57 0.16
Br 4.31 1.50 -1.22
H 1.48 2.50 1.23
H 1.70 1.02 0.19
H 3.93 3.04 0.90
H 2.95 3.40 -0.47
Br 0.87 -4.76 0.63
C -0.47 -3.60 1.45
C -1.74 -4.37 1.44
Br -1.70 -5.65 2.88
H -0.69 -2.76 0.80
H -0.21 -3.25 2.45
H -2.02 -4.83 0.49
H -2.66 -3.84 1.72
Br -2.17 1.05 -2.13
C -0.86 2.62 -2.08
C -0.06 2.56 -0.68
Br 1.15 4.19 -0.68
H -1.52 3.48 -2.14
H -0.23 2.57 -2.97
H 0.47 1.61 -0.53
H -0.77 2.73 0.12
Br -5.72 5.57 2.17
C -5.10 4.15 1.03
C -3.77 3.67 1.42
Br -2.78 2.52 0.07
H -5.23 4.57 0.04
H -5.85 3.36 1.09
H -3.76 3.14 2.37
H -3.11 4.52 1.61
N -1.43 0.30 0.25
C -1.31 1.22 1.24
C -0.17 1.08 1.94
C 0.40 -0.06 1.38
C -0.47 -0.65 0.47
H -2.12 0.34 -0.49
H -2.08 1.98 1.32
H 0.21 1.80 2.65
H 1.39 -0.43 1.58
H -0.45 -1.51 -0.18
N -0.25 -2.98 -1.83
C 0.35 -1.88 -2.41
C -0.52 -0.80 -2.24
C -1.66 -1.21 -1.57
C -1.41 -2.50 -1.28
H 0.04 -3.94 -1.78
H 1.33 -1.88 -2.85
H -0.22 0.18 -2.59
H -2.54 -0.69 -1.21
H -2.02 -3.23 -0.77

C20H34Br8O9 | wB97M-V/def2-TZVPD

**Molecular weight**: 1057.72 g mol⁻¹
**SMILES**: C[C@H]1COC(=O)O1.C[C@H]1COC(=O)O1.C[C@H]1COC(=O)O1.BrCCBr.BrCCBr.BrCCBr.BrCCBr
**HOMO**: -0.376 Eh
**Energy**: -22051.72259 Eh
**Orbital gap**: 10.4 eV
**LUMO**: 0.21 eV

Geometry (Å):
Br -31.33 -24.63 -17.16
C -30.12 -25.08 -18.72
C -30.52 -24.21 -19.95
Br -29.21 -24.56 -21.47
H -30.10 -26.15 -18.96
H -29.11 -24.89 -18.36
H -30.38 -23.15 -19.72
H -31.55 -24.28 -20.28
Br -15.30 -27.28 -20.48
C -16.78 -26.42 -21.51
C -18.01 -26.29 -20.63
Br -19.44 -25.51 -21.78
H -16.97 -27.13 -22.32
H -16.49 -25.45 -21.90
H -17.85 -25.65 -19.76
H -18.31 -27.23 -20.17
Br -27.03 -25.97 -12.20
C -25.96 -27.34 -11.36
C -26.57 -27.72 -10.03
Br -25.39 -29.04 -9.25
H -24.99 -26.89 -11.15
H -25.76 -28.06 -12.14
H -27.59 -28.10 -10.15
H -26.76 -26.92 -9.31
Br -22.49 -26.92 -15.13
C -23.16 -27.30 -16.92
C -24.59 -27.65 -16.99
Br -25.10 -27.94 -18.86
H -22.51 -28.06 -17.36
H -22.83 -26.45 -17.52
H -25.28 -26.93 -16.56
H -24.67 -28.61 -16.48
C -27.93 -34.05 -18.90
C -26.56 -33.30 -18.81
C -25.83 -33.45 -17.48
O -24.45 -33.60 -17.87
C -24.38 -33.87 -19.13
O -23.37 -34.33 -19.63
O -25.63 -33.76 -19.72
H -28.33 -33.81 -19.88
H -28.72 -33.69 -18.24
H -27.76 -35.13 -18.90
H -26.77 -32.25 -18.97
H -26.17 -34.33 -16.93
H -26.07 -32.55 -16.93
C -24.10 -22.08 -20.46
C -22.94 -21.32 -19.70
C -23.26 -19.88 -19.37
O -23.11 -19.79 -18.01
C -22.85 -21.00 -17.44
O -22.56 -21.29 -16.26
O -22.90 -21.95 -18.39
H -24.13 -21.69 -21.48
H -25.08 -21.94 -20.01
H -23.98 -23.16 -20.54
H -21.98 -21.43 -20.20
H -24.30 -19.63 -19.57
H -22.59 -19.16 -19.83
C -33.10 -33.33 -15.48
C -32.51 -32.07 -14.84
C -31.44 -32.37 -13.79
O -30.31 -31.64 -14.21
C -30.56 -31.11 -15.33
O -29.78 -30.44 -15.96
O -31.78 -31.40 -15.77
H -33.35 -33.16 -16.53
H -34.06 -33.66 -15.07
H -32.41 -34.17 -15.44
H -33.26 -31.34 -14.52
H -31.28 -33.45 -13.74
H -31.77 -32.04 -12.80

C20H34Cl3FILiMgN3O4 | wB97M-V/def2-TZVPD

**Molecular weight**: 664.02 g mol⁻¹
**HOMO**: -0.303 Eh
**Energy**: -3232.93279 Eh
**Orbital gap**: 2.0 eV
**LUMO**: -6.28 eV
**Total charge**: +1

Geometry (Å):
C 0.13 0.38 -0.70
C 0.85 0.78 -1.93
Cl 1.88 2.17 -1.67
C 0.77 0.23 -3.12
Cl 1.67 0.95 -4.44
C -0.07 -0.98 -3.49
F -1.25 -0.90 -2.82
O -0.45 -0.84 -4.84
C 0.33 -1.38 -5.86
I -0.46 -3.17 -6.76
C 0.53 -2.37 -3.16
N -0.60 -3.30 -3.41
C -0.30 -4.46 -3.64
O -0.01 -5.55 -3.89
N 0.97 -2.52 -1.79
C 2.25 -3.26 -1.69
C 3.53 -2.46 -1.53
C 4.26 -2.19 -2.87
C 4.83 -0.78 -2.93
O 6.11 -0.79 -2.33
H -0.93 0.23 -0.86
H 0.21 1.20 0.00
H 0.61 -0.45 -0.20
H 1.37 -1.53 -5.59
H 0.32 -0.68 -6.68
H 1.40 -2.60 -3.78
H 0.24 -2.99 -1.29
H 2.36 -3.96 -2.52
H 2.17 -3.88 -0.80
H 4.20 -3.08 -0.95
H 3.42 -1.50 -0.91
H 5.13 -2.84 -2.94
H 3.62 -2.38 -3.73
H 4.17 -0.12 -2.36
H 4.84 -0.41 -3.96
H 6.31 0.09 -2.03
Mg 2.66 3.59 -3.61
C -1.92 3.69 4.83
C -1.36 2.35 4.30
C -1.91 1.21 5.16
C -3.41 0.90 4.98
C -3.94 1.25 3.58
C -2.86 1.28 2.49
N -1.81 2.23 2.88
O -0.93 2.38 2.01
C -3.51 1.81 1.21
C -2.34 -0.13 2.21
C 0.15 2.37 4.44
H -1.52 4.52 4.24
H -1.62 3.84 5.86
H -3.01 3.73 4.78
H -1.34 0.30 4.94
H -1.71 1.43 6.20
H -3.58 -0.15 5.19
H -3.99 1.45 5.72
H -4.72 0.55 3.30
H -4.42 2.23 3.62
H -3.82 2.85 1.37
H -4.39 1.20 0.96
H -2.82 1.77 0.36
H -3.17 -0.77 1.90
H -1.88 -0.58 3.09
H -1.60 -0.13 1.41
H 0.40 2.49 5.49
H 0.60 3.19 3.89
H 0.60 1.44 4.09
Cl 3.46 -0.27 0.53
Li -4.71 3.33 0.04

C20H34FN3O4 | wB97M-V/def2-TZVPD

**Molecular weight**: 399.51 g mol⁻¹
**SMILES**: CNCc1cccc2nc(CCF)cnc12.COCCOC.COCCOC
**HOMO**: -0.326 Eh
**Energy**: -1347.47866 Eh
**Orbital gap**: 8.6 eV
**LUMO**: -0.24 eV

Geometry (Å):
C 3.43 0.47 0.95
N 3.81 1.88 0.77
C 2.68 2.63 0.20
C 1.56 2.69 1.21
C 1.83 2.86 2.53
C 0.80 2.89 3.49
C -0.50 2.73 3.13
C -0.82 2.53 1.78
N -2.12 2.33 1.43
C -2.38 2.13 0.17
C -3.80 1.88 -0.23
C -4.34 0.63 0.47
F -5.32 0.03 -0.33
C -1.33 2.12 -0.80
N -0.08 2.31 -0.50
C 0.21 2.52 0.81
H 3.27 0.26 2.00
H 2.50 0.24 0.42
H 4.20 -0.19 0.57
H 4.57 1.93 0.11
H 2.31 2.17 -0.72
H 3.01 3.64 -0.05
H 2.86 2.97 2.84
H 1.04 3.04 4.54
H -1.30 2.73 3.85
H -4.39 2.74 0.09
H -3.90 1.76 -1.30
H -3.55 -0.09 0.65
H -4.79 0.89 1.43
H -1.58 1.94 -1.84
C -1.30 -1.39 1.82
O 0.10 -1.24 2.00
C 0.52 -1.35 3.35
C 1.14 -2.70 3.63
O 0.20 -3.75 3.51
C 0.29 -4.46 2.29
H -1.48 -1.47 0.74
H -1.67 -2.29 2.31
H -1.84 -0.52 2.20
H -0.32 -1.18 4.02
H 1.26 -0.57 3.52
H 1.53 -2.70 4.65
H 1.99 -2.86 2.95
H 1.19 -5.07 2.25
H 0.27 -3.78 1.43
H -0.58 -5.11 2.23
C 0.46 -0.69 -2.51
O -0.05 -1.83 -3.18
C -1.20 -1.56 -3.97
C -0.86 -1.42 -5.44
O -0.04 -0.29 -5.69
C 1.33 -0.60 -5.85
H 1.41 -0.98 -2.07
H 0.61 0.14 -3.20
H -0.22 -0.38 -1.71
H -1.69 -0.65 -3.62
H -1.90 -2.39 -3.85
H -1.78 -1.29 -6.01
H -0.36 -2.33 -5.79
H 1.51 -1.11 -6.80
H 1.70 -1.22 -5.03
H 1.88 0.35 -5.86